1.
{"formula": "C19H27KN7O5", "method": "wB97M-V/def2-TZVPD", "elements": ["K", "O", "C", "C", "C", "N", "C", "C", "C", "O", "O", "C", "O", "O", "H", "H", "H", "C", "N", "C", "C", "N", "C", "C", "N", "C", "C", "N", "C", "N", "C", "C", "C", "N", "C", "H", "H", "H", "H", "H", "H", "H", "H", "H", "H", "H", "H", "H", "H", "H", "H", "H", "H", "H", "H", "H", "H", "H", "H"], "positions_angstrom": [[-0.35964, -0.31956, 0.35000], [3.33332, 2.20767, 5.47305], [2.61538, 1.71688, 4.41561], [3.17535, 0.84052, 3.49518], [2.38210, 0.39381, 2.45132], [1.11494, 0.76714, 2.31214], [0.57625, 1.60386, 3.19623], [1.29258, 2.11161, 4.27045], [-0.90225, 2.00415, 2.98764], [-1.36339, 2.83441, 3.78222], [-1.48731, 1.44186, 2.02251], [2.95140, -0.58254, 1.40198], [4.09329, -1.02039, 1.61665], [2.19023, -0.85149, 0.43405], [4.22167, 1.83962, 5.42590], [4.19832, 0.48769, 3.55716], [0.81040, 2.79141, 4.95783], [-1.79706, 2.22262, -1.04525], [-3.16561, 1.82764, -0.79963], [-3.92215, 2.54622, 0.21726], [-5.24408, 1.79203, 0.17189], [-4.86779, 0.44308, -0.26514], [-5.87458, -0.15800, -1.12623], [-3.54680, 0.50358, -0.76997], [-2.78164, -0.45544, -1.11942], [-3.24202, -1.82533, -1.02570], [-2.17282, -2.78224, -0.49757], [-0.98525, -2.77507, -1.31453], [0.11305, -3.30368, -0.91609], [0.42107, -3.96518, 0.27392], [-0.47174, -4.94146, 0.86377], [1.81666, -4.40216, 0.23914], [2.43066, -3.58196, -0.88395], [1.26010, -3.24287, -1.68565], [1.41087, -2.17157, -2.64441], [-1.79398, 3.23234, -1.46012], [-1.36277, 1.54727, -1.78101], [-1.20959, 2.22360, -0.12199], [-4.03328, 3.59713, -0.05383], [-3.42209, 2.46594, 1.18806], [-5.91824, 2.24558, -0.56675], [-5.75098, 1.76251, 1.13637], [-6.06905, 0.46751, -2.00942], [-6.80593, -0.25491, -0.56604], [-5.57814, -1.14482, -1.46491], [-3.54254, -2.18670, -2.01702], [-4.09807, -1.93085, -0.34783], [-2.64750, -3.77362, -0.48603], [-1.96801, -2.53593, 0.55653], [-0.58445, -5.82809, 0.22281], [-1.45264, -4.52968, 1.06919], [-0.04081, -5.26296, 1.81203], [1.85659, -5.47853, 0.01934], [2.30591, -4.21858, 1.19584], [3.14622, -4.15636, -1.47577], [2.89641, -2.67506, -0.49176], [2.13750, -2.46818, -3.40299], [1.77146, -1.25885, -2.15498], [0.44990, -1.97820, -3.11360]], "atomic_forces_ev_per_a": [[0.08, 0.02, 0.05], [0.00, 0.01, 0.02], [-0.09, -0.05, -0.11], [0.00, 0.06, 0.08], [0.03, -0.05, -0.06], [-0.07, 0.01, -0.06], [0.00, 0.05, 0.08], [0.08, -0.01, 0.02], [-0.01, -0.03, 0.01], [0.00, 0.03, 0.03], [-0.04, -0.06, -0.08], [0.03, -0.09, -0.01], [-0.01, 0.02, 0.01], [0.01, 0.05, -0.01], [-0.01, 0.00, -0.01], [0.00, 0.01, 0.01], [0.02, 0.00, 0.00], [0.02, -0.01, 0.01], [0.00, 0.02, 0.01], [0.01, -0.01, 0.00], [0.00, 0.00, 0.00], [-0.01, 0.00, -0.04], [0.00, 0.01, 0.03], [0.01, 0.00, 0.00], [-0.04, -0.02, -0.02], [0.03, -0.01, 0.04], [-0.01, -0.03, -0.05], [0.09, -0.05, 0.04], [-0.02, 0.00, -0.13], [0.00, 0.04, 0.06], [0.00, -0.01, -0.02], [0.01, -0.04, -0.01], [-0.03, 0.04, 0.00], [-0.04, 0.00, 0.06], [0.02, 0.06, -0.01], [0.00, 0.00, 0.01], [-0.01, -0.01, 0.01], [-0.02, 0.01, 0.01], [-0.01, 0.00, 0.00], [0.01, 0.00, 0.00], [0.00, 0.00, 0.00], [0.00, 0.01, 0.00], [-0.01, 0.00, 0.00], [0.00, -0.01, 0.00], [0.00, 0.01, 0.00], [-0.01, 0.01, 0.00], [0.00, 0.00, -0.01], [-0.01, 0.00, 0.03], [0.00, 0.07, 0.01], [-0.01, 0.00, 0.01], [0.01, -0.01, 0.00], [0.00, 0.00, 0.01], [0.00, 0.00, 0.00], [-0.01, 0.00, 0.01], [0.01, -0.01, 0.01], [0.02, -0.01, -0.01], [-0.02, -0.01, -0.01], [0.00, -0.02, 0.02], [0.00, -0.02, -0.02]], "nbo_charge": [0.918, -0.675, 0.317, -0.330, 0.119, -0.481, 0.119, -0.300, 0.740, -0.731, -0.829, 0.742, -0.741, -0.826, 0.473, 0.232, 0.247, -0.424, -0.428, -0.239, -0.213, -0.456, -0.402, 0.616, -0.595, -0.230, -0.230, -0.610, 0.612, -0.443, -0.401, -0.211, -0.243, -0.420, -0.416, 0.192, 0.217, 0.228, 0.189, 0.250, 0.165, 0.203, 0.169, 0.195, 0.212, 0.181, 0.172, 0.175, 0.161, 0.169, 0.212, 0.202, 0.161, 0.215, 0.180, 0.261, 0.186, 0.210, 0.230], "homo_energy_ev": -5.45, "fmax_ev_per_a": 0.153, "charge": -1, "e_above_lowest_ev": 0.000, "orbital_gap_ha": 0.2886, "energy_ha": -2099.8234}

---

2.
{"formula": "C30H45BrF4N2O3Ru", "method": "wB97M-V/def2-TZVPD", "elements": ["Ru", "C", "C", "N", "C", "C", "C", "C", "N", "C", "C", "F", "C", "F", "C", "C", "F", "C", "F", "H", "H", "H", "H", "H", "H", "H", "H", "H", "H", "H", "H", "H", "H", "H", "C", "O", "C", "C", "O", "C", "H", "H", "H", "H", "H", "H", "H", "H", "H", "H", "C", "C", "C", "C", "C", "C", "C", "Br", "C", "O", "C", "C", "C", "C", "C", "C", "H", "H", "H", "H", "H", "H", "H", "H", "H", "H", "H", "H", "H", "H", "H", "H", "H", "H", "H", "H"], "positions_angstrom": [[0.55121, 0.07032, 0.01523], [-0.23218, -2.43384, 2.46238], [0.93357, -2.85693, 1.56700], [0.79695, -2.41539, 0.16148], [2.00011, -2.65326, -0.68813], [3.31888, -2.89905, 0.03221], [-0.39431, -2.99624, -0.46210], [-0.94483, -2.12167, -1.58314], [-1.13877, -0.79011, -1.06311], [-2.04079, 0.06934, -1.59523], [-2.46531, 1.17952, -0.82518], [-1.93195, 1.31398, 0.39799], [-3.35963, 2.11042, -1.28839], [-3.69805, 3.13934, -0.50982], [-3.89799, 2.00334, -2.55892], [-3.50792, 0.93130, -3.33958], [-3.98910, 0.81149, -4.57653], [-2.61686, -0.01677, -2.88006], [-2.23831, -1.00504, -3.70188], [-1.06394, -3.13628, 2.43328], [-0.59755, -1.45260, 2.16484], [0.10961, -2.36783, 3.49509], [1.04419, -3.94810, 1.61063], [1.84787, -2.41670, 1.95943], [2.12467, -1.78729, -1.34647], [1.80884, -3.51947, -1.33140], [3.61104, -2.06688, 0.67017], [4.09416, -3.01133, -0.72605], [3.29309, -3.81104, 0.62619], [-1.17133, -3.09213, 0.29341], [-0.17710, -3.99790, -0.85111], [-1.88659, -2.54926, -1.93441], [-0.25837, -2.12100, -2.43656], [-4.59404, 2.74008, -2.93280], [0.58344, 3.42440, -0.21464], [0.18017, 2.33249, -1.04139], [0.61878, 2.41743, -2.38532], [1.96650, 1.73785, -2.51484], [1.84808, 0.35819, -2.17292], [1.90693, -0.50560, -3.30283], [0.14461, 4.35525, -0.58125], [1.67140, 3.52573, -0.17955], [0.20184, 3.21697, 0.78307], [0.68309, 3.45635, -2.72003], [-0.12620, 1.89278, -2.98893], [2.67773, 2.18085, -1.81285], [2.35001, 1.86583, -3.52931], [1.15000, -0.24093, -4.04576], [1.72443, -1.52118, -2.96108], [2.89726, -0.46472, -3.76302], [5.40841, 0.61460, 5.89874], [4.56090, 1.89535, 5.80721], [4.05733, 2.24716, 7.20836], [5.42891, 3.05977, 5.30019], [3.42380, 1.65347, 4.82682], [3.71567, 1.37987, 3.48596], [2.68223, 1.13131, 2.63248], [3.06839, 0.76670, 0.78163], [1.29857, 1.11689, 2.97972], [0.40795, 0.81036, 2.11003], [1.00870, 1.44544, 4.34827], [2.08019, 1.68078, 5.19775], [-0.40046, 1.55320, 4.94612], [-1.56475, 1.29563, 3.98421], [-0.52509, 0.54237, 6.10053], [-0.57279, 2.97927, 5.50221], [6.24154, 0.77092, 6.58558], [5.81663, 0.33115, 4.92802], [4.80541, -0.21440, 6.27305], [4.91188, 2.41357, 7.86417], [3.46492, 1.43848, 7.63945], [3.46352, 3.16295, 7.19934], [6.21701, 3.27457, 6.02283], [4.82277, 3.95884, 5.17759], [5.90293, 2.83006, 4.34567], [4.73424, 1.36378, 3.12270], [1.85119, 1.90980, 6.22801], [-1.56356, 0.27235, 3.61230], [-1.55081, 1.97116, 3.13184], [-2.49894, 1.45656, 4.52568], [-0.37131, -0.47639, 5.73920], [-1.52581, 0.60387, 6.53063], [0.19431, 0.73512, 6.89628], [-0.46996, 3.71713, 4.70431], [0.16014, 3.20808, 6.27584], [-1.56714, 3.08445, 5.93826]], "atomic_forces_ev_per_a": [[-0.46, -0.09, 1.35], [0.07, -0.05, -0.23], [-0.02, -0.11, 0.28], [0.15, 0.54, 0.06], [0.18, -0.10, 0.06], [-0.06, 0.06, 0.00], [-0.22, 0.12, -0.02], [-0.07, -0.41, -0.03], [0.89, 0.84, 0.34], [-0.85, 0.25, -0.24], [0.51, -0.28, 0.25], [-0.13, -0.01, -0.09], [-0.15, 0.18, -0.10], [0.07, -0.10, 0.00], [0.07, -0.05, 0.07], [-0.07, 0.02, -0.09], [0.03, -0.05, 0.02], [0.14, -0.17, 0.05], [-0.06, 0.08, -0.07], [0.00, -0.02, -0.01], [-0.03, 0.12, 0.11], [-0.01, 0.00, -0.02], [0.10, 0.03, -0.05], [0.00, 0.00, -0.04], [0.05, -0.32, 0.40], [-0.05, 0.01, -0.04], [-0.03, -0.02, 0.02], [0.01, -0.04, 0.01], [0.04, 0.01, -0.01], [0.02, 0.02, 0.02], [-0.02, 0.00, 0.03], [0.06, -0.01, -0.02], [-0.04, 0.09, -0.04], [-0.02, -0.01, -0.01], [-0.04, 0.23, 0.17], [-0.12, -0.25, 0.27], [0.26, -0.23, -0.14], [-0.02, 0.41, -0.01], [-0.05, -0.22, 0.00], [-0.08, -0.02, -0.39], [-0.01, -0.05, -0.06], [-0.02, -0.06, 0.01], [0.07, -0.03, 0.00], [-0.07, 0.01, 0.07], [0.00, 0.05, -0.04], [-0.01, 0.02, -0.09], [0.08, -0.14, 0.03], [-0.01, 0.03, 0.01], [-0.01, 0.16, -0.27], [-0.03, 0.05, 0.02], [-0.03, 0.15, 0.09], [0.16, -0.01, -0.03], [0.06, -0.01, -0.09], [-0.07, -0.08, 0.12], [-0.18, -0.05, -0.26], [0.25, 0.13, 0.50], [-1.02, -0.09, -0.02], [0.17, 0.02, 0.13], [1.50, 0.41, 1.30], [-1.36, -0.72, -2.38], [0.02, -0.26, -0.98], [0.37, 0.05, -0.02], [-0.01, 0.04, 0.16], [0.08, -0.01, -0.01], [-0.05, 0.07, -0.07], [-0.03, -0.09, -0.03], [0.04, -0.03, 0.00], [0.01, 0.00, -0.01], [0.01, -0.02, -0.01], [0.02, 0.00, 0.02], [-0.03, 0.02, 0.01], [-0.03, -0.02, 0.03], [0.05, 0.01, -0.01], [0.02, 0.02, -0.01], [0.00, 0.01, -0.02], [0.03, -0.01, 0.03], [0.00, -0.01, 0.00], [0.01, 0.00, -0.05], [0.01, 0.01, -0.05], [0.00, -0.01, 0.04], [0.00, -0.01, 0.00], [-0.02, -0.02, 0.04], [0.00, -0.02, 0.00], [0.00, 0.01, 0.01], [-0.01, 0.02, -0.01], [-0.02, 0.02, 0.03]], "mulliken_spin": [3.566, 0.003, 0.005, 0.065, 0.012, 0.003, 0.038, -0.081, 0.565, 0.055, 0.053, 0.011, -0.066, -0.004, 0.146, -0.052, -0.005, 0.093, 0.008, -0.001, -0.001, -0.001, -0.003, -0.002, -0.016, 0.002, 0.001, -0.001, 0.001, 0.004, 0.003, 0.018, 0.028, 0.008, -0.006, 0.078, 0.004, 0.004, 0.052, 0.005, 0.001, -0.001, 0.003, 0.002, -0.006, -0.007, 0.003, 0.000, 0.000, 0.005, 0.003, -0.002, 0.001, 0.003, 0.031, -0.020, -0.014, 0.104, 0.085, 0.200, 0.018, -0.008, 0.008, -0.003, 0.003, 0.004, 0.000, 0.000, 0.000, 0.000, 0.000, 0.000, 0.000, 0.000, 0.000, -0.006, -0.001, 0.001, -0.002, 0.001, -0.001, 0.000, 0.000, -0.001, 0.000, 0.000], "multiplicity": 6, "homo_energy_ev": [-9.95, -9.85], "fmax_ev_per_a": 2.837, "charge": 1, "orbital_gap_ha": [0.2966, 0.1699], "energy_ha": -4573.3800}

---

3.
{"formula": "C4H8O2", "method": "wB97M-V/def2-TZVPD", "elements": ["C", "C", "C", "O", "C", "O", "H", "H", "H", "H", "H", "H", "H", "H"], "positions_angstrom": [[-0.08292, 1.52573, -0.85119], [-0.62424, 0.35478, -0.04973], [-0.42921, -1.06297, -0.57722], [0.08941, -1.76594, 0.53248], [0.80392, -0.84830, 1.31983], [0.19474, 0.39278, 1.13418], [-0.81320, 2.19025, -1.30907], [0.32312, 1.95657, 0.04765], [0.70878, 1.26181, -1.57339], [-1.65024, 0.55689, 0.27495], [-1.36669, -1.54488, -0.86223], [0.26365, -1.07279, -1.43452], [0.70431, -1.15165, 2.36324], [1.86626, -0.81503, 1.02518]], "atomic_forces_ev_per_a": [[-0.09, -0.19, -0.14], [-0.09, 0.11, -0.13], [-0.08, 0.09, -0.08], [0.07, -0.49, 0.07], [-0.07, -0.34, 0.01], [-0.16, -0.47, 0.53], [-0.08, -0.19, -0.05], [0.71, 1.58, -0.60], [-0.31, 0.05, 0.40], [0.03, -0.19, -0.13], [0.12, 0.07, -0.06], [-0.05, -0.04, 0.21], [0.12, -0.05, -0.01], [-0.13, 0.04, -0.03]], "nbo_charge": [-0.649, 0.063, -0.094, -0.524, 0.235, -0.546, 0.212, 0.253, 0.206, 0.183, 0.199, 0.165, 0.165, 0.131], "smiles": "C[C@H]1COCO1", "homo_energy_ev": -9.81, "fmax_ev_per_a": 1.837, "charge": 0, "e_above_lowest_ev": 1.838, "orbital_gap_ha": 0.3989, "energy_ha": -307.6449}